Here is C18H40BeBr2CaClF6KN2O16PS2 as an isolated structure in a non-equilibrium geometry from the OMol25 dataset. Energies are from ωB97M-V/def2-TZVPD.

Each line ends with the Löwdin charge.
Atoms and positions in Å:
C 3.126 -3.289 2.502  -0.114
C 2.604 -2.044 1.537  -0.239
C 0.972 -1.894 1.466  -0.208
C 0.398 -1.165 0.115  -0.204
C 0.696 -1.961 -1.287  -0.199
C -0.292 -3.253 -1.565  -0.212
C 0.024 -4.505 -0.556  -0.293
C 0.007 -5.987 -1.256  -0.348
P 1.399 -7.010 -0.383  0.351
N 1.925 -7.675 -1.951  -0.302
C 3.100 -6.931 -2.545  -0.388
C 2.688 -5.536 -3.317  -0.225
H 4.254 -3.095 2.840  0.095
H 3.138 -4.332 1.954  0.083
H 2.509 -3.370 3.508  0.085
H 3.006 -1.048 2.054  0.086
H 3.104 -2.145 0.467  0.107
H 0.664 -1.190 2.379  0.000
H 0.510 -2.942 1.703  0.149
H -0.784 -1.069 0.238  0.129
H 0.815 -0.056 0.026  0.101
H 0.517 -1.216 -2.203  0.125
H 1.817 -2.331 -1.409  0.096
H -1.443 -2.994 -1.486  0.118
H -0.113 -3.635 -2.679  0.109
H 1.062 -4.258 -0.027  0.072
H -0.774 -4.494 0.329  0.120
H -1.022 -6.507 -0.946  0.092
H 0.084 -5.989 -2.424  0.055
H 0.409 -8.070 -0.173  -0.023
H 2.339 -7.864 0.350  -0.023
H 2.359 -5.943 -0.505  -0.056
H 0.989 -6.415 0.897  -0.036
H 2.244 -8.664 -1.754  0.070
H 3.969 -6.700 -1.765  0.046
H 3.605 -7.646 -3.356  0.123
H 1.665 -5.592 -3.902  0.099
H 2.568 -4.668 -2.507  0.006
H 3.494 -5.185 -4.106  0.049
Be 0.866 0.253 2.529  0.704
C -3.758 5.225 -1.625  -0.575
F -4.595 6.235 -2.000  0.144
F -4.355 4.063 -2.028  0.140
F -2.636 5.351 -2.396  0.122
S -3.378 5.229 0.159  0.619
O -4.680 5.060 0.811  -0.554
O -2.738 6.525 0.395  -0.409
N -2.425 3.962 0.153  -0.241
S -1.856 3.630 1.594  0.607
O -2.818 3.119 2.574  -0.493
O -0.870 4.569 2.137  -0.507
C -0.877 2.170 1.112  -0.549
F 0.074 2.466 0.175  0.133
F -1.648 1.186 0.557  0.109
F -0.216 1.593 2.157  0.049
K 4.812 -4.389 -2.116  0.887
Br -5.016 3.427 2.049  1.019
C -6.473 2.441 1.208  -0.563
C -6.357 0.958 1.477  -0.672
Br -4.986 0.143 0.356  0.618
H -6.456 2.691 0.144  0.069
H -7.385 2.844 1.657  0.071
H -7.285 0.444 1.211  0.062
H -6.102 0.724 2.514  0.053
O -2.312 9.096 -1.424  -0.046
H -2.850 8.330 -1.674  0.024
H -1.838 8.800 -0.633  0.003
C -7.911 5.827 -3.768  -0.898
O -8.069 6.078 -2.549  -0.083
O -6.652 5.498 -4.021  0.032
O -8.714 5.839 -4.728  -0.047
H -6.410 5.610 -3.079  0.051
Ca -1.172 6.703 2.415  1.711
O 1.600 -6.188 3.173  -0.423
Cl 1.952 -6.457 4.554  0.631
O 2.948 -7.509 4.603  -0.382
O 0.769 -6.876 5.281  -0.383
O 2.489 -5.253 5.158  -0.410
C 3.671 5.521 1.203  -0.070
C 3.035 4.211 1.701  -0.506
O 3.942 3.601 2.447  -0.063
H 4.565 5.337 0.594  0.068
H 2.956 6.066 0.577  0.066
H 3.950 6.183 2.033  0.075
H 2.675 3.702 0.793  0.094
H 2.086 4.512 2.171  0.057
C 6.531 5.818 -1.650  -0.888
O 5.598 6.647 -1.523  -0.066
O 7.177 6.008 -2.792  0.054
O 6.924 4.892 -0.906  -0.030
H 6.590 6.756 -3.025  0.095

Summary:
- total energy (eV) = -290059.6227
- HOMO (eV) = -5.06
- net charge = -1



Here is C18H40CuP2Si as an isolated structure in a non-equilibrium geometry from the OMol25 dataset. Energies are from ωB97M-V/def2-TZVPD.

Each line ends with the Löwdin charge.
Atoms and positions in Å:
P -0.306 0.483 -5.960  0.684
P -0.419 3.596 -5.610  0.665
C -0.276 1.583 -7.505  -0.387
C 0.420 2.901 -7.105  -0.397
H -1.331 1.735 -7.791  0.070
H 0.236 1.032 -8.299  0.073
H 1.470 2.758 -6.803  0.076
H 0.358 3.700 -7.851  0.077
C -1.851 4.398 -6.410  -0.301
H -2.255 5.095 -5.676  0.044
H -2.620 3.676 -6.702  0.010
H -1.427 4.918 -7.267  0.037
C 0.641 4.943 -5.103  -0.268
H 0.366 5.843 -5.655  0.043
H 1.674 4.670 -5.340  0.044
H 0.494 5.098 -4.025  0.042
C -1.431 -0.892 -6.249  -0.294
H -1.430 -1.487 -5.323  0.028
H -1.062 -1.446 -7.114  0.041
H -2.430 -0.493 -6.410  0.017
C 1.259 -0.374 -6.333  -0.272
H 2.147 0.246 -6.226  0.040
H 1.197 -0.735 -7.360  0.036
H 1.395 -1.245 -5.694  0.027
Cu -1.607 1.979 -5.227  -0.093
C 1.262 -1.267 -2.427  -0.136
C -0.027 -1.341 -2.791  -0.140
C -1.106 -2.327 -2.454  -0.198
C -0.947 -3.075 -1.140  -0.198
C -0.339 -4.448 -1.329  -0.107
C 0.756 -4.719 -2.062  -0.115
C 1.714 -3.721 -2.663  -0.181
C 1.970 -2.426 -1.845  -0.203
C 0.015 0.090 1.123  -0.191
H 1.876 -0.354 -2.523  0.110
H -0.403 -0.462 -3.350  0.058
H -1.217 -3.002 -3.317  0.118
H -2.039 -1.741 -2.401  0.116
H -0.367 -2.488 -0.405  0.096
H -1.954 -3.226 -0.728  0.110
H -0.878 -5.246 -0.820  0.095
H 1.002 -5.756 -2.312  0.097
H 1.378 -3.492 -3.684  0.111
H 2.696 -4.226 -2.767  0.109
H 1.647 -2.533 -0.801  0.106
H 3.037 -2.198 -1.808  0.104
H 0.892 -0.265 0.566  0.020
H -0.863 -0.305 0.598  0.024
H 0.026 -0.355 2.128  0.033
C -1.399 2.540 2.374  -0.187
Si -0.020 1.976 1.224  0.459
C -0.335 2.699 -0.465  -0.198
C 1.664 2.590 1.825  -0.188
H -2.228 2.943 1.772  0.028
H -1.042 3.315 3.069  0.025
H -1.783 1.688 2.959  0.027
H -0.320 3.789 -0.402  0.030
H 0.434 2.349 -1.160  0.026
H -1.320 2.412 -0.832  0.028
H 1.565 3.402 2.557  0.023
H 2.243 1.785 2.295  0.025
H 2.260 2.957 0.979  0.025

Summary:
- total energy (eV) = -90406.3364
- relative energy (zero: lowest compared OMol25 entry of this formula, charge and spin) (kJ/mol) = 66.09
- spin multiplicity = 2
- HOMO (spin up / spin down) (eV) = -4.59 / -7.18



Here is a 3-piece molecular cluster, C18H40I2O5PS3 overall in a non-equilibrium geometry from the OMol25 dataset. Energies are from ωB97M-V/def2-TZVPD.

Each line ends with the Löwdin charge.
Atoms and positions in Å:
C -2.831 0.043 -1.323  -0.118
O -2.270 -1.180 -1.920  -0.237
C -1.709 -2.083 -0.900  -0.202
C -0.349 -2.850 -1.473  -0.150
C 0.849 -2.914 -0.309  -0.189
C 0.262 -3.873 0.884  -0.207
C 0.294 -3.216 2.386  -0.200
C -0.947 -2.130 2.661  -0.180
C -0.262 -0.643 2.580  -0.272
C -1.314 0.613 2.610  -0.215
C -0.536 1.963 2.087  -0.317
P 1.320 2.046 2.527  0.949
C 2.089 3.417 1.376  -0.358
S 2.532 2.542 -0.262  0.769
O 3.728 1.543 -0.041  -0.424
O 1.300 1.728 -0.745  -0.449
C 1.411 2.573 4.400  -0.796
I 0.369 4.493 4.854  0.817
C 2.102 1.751 5.445  -0.691
C 2.138 2.187 7.047  -0.169
I 3.126 -0.171 4.967  0.831
H -2.148 0.554 -0.517  0.071
H -3.882 -0.123 -0.816  0.110
H -2.932 0.835 -2.208  0.095
H -2.521 -2.864 -0.515  0.142
H -1.351 -1.412 -0.006  0.090
H -0.019 -2.271 -2.436  0.108
H -0.570 -3.966 -1.751  0.119
H 1.796 -3.394 -0.848  0.116
H 1.169 -1.839 0.026  0.093
H 0.939 -4.842 0.904  0.119
H -0.835 -4.218 0.670  0.111
H 0.347 -4.032 3.229  0.113
H 1.316 -2.608 2.465  0.104
H -1.247 -2.298 3.802  0.124
H -1.856 -2.300 1.944  0.107
H 0.430 -0.521 3.541  0.062
H 0.379 -0.545 1.592  0.089
H -2.312 0.439 2.011  0.125
H -1.603 0.806 3.751  0.130
H -0.741 2.151 0.943  0.099
H -1.054 2.877 2.653  0.076
H 2.072 0.849 2.249  0.021
H 3.127 3.803 1.796  0.114
H 1.369 4.328 1.226  0.108
H 2.876 3.440 -1.289  0.112
H 1.876 1.189 7.644  0.094
H 1.316 2.965 7.343  0.053
H 3.225 2.546 7.379  0.115
C 1.192 -2.823 -5.652  -0.274
S 0.750 -4.570 -5.802  0.811
O -0.349 -4.843 -4.818  -0.563
C 2.285 -5.213 -5.093  -0.272
H 0.352 -2.220 -6.006  0.052
H 1.399 -2.577 -4.607  0.041
H 2.071 -2.614 -6.267  0.052
H 2.424 -4.820 -4.083  0.050
H 3.128 -4.927 -5.726  0.053
H 2.219 -6.303 -5.051  0.052
C -1.854 3.447 -2.568  -0.290
S -1.781 5.209 -2.969  0.811
O -1.556 5.954 -1.686  -0.574
C -3.531 5.377 -3.394  -0.265
H -0.864 3.126 -2.235  0.033
H -2.579 3.274 -1.769  0.050
H -2.135 2.881 -3.460  0.056
H -4.153 5.085 -2.544  0.059
H -3.759 4.748 -4.259  0.056
H -3.729 6.421 -3.646  0.054

Summary:
- total energy (eV) = -87529.7847
- HOMO (eV) = -10.31
- net charge = +1



Here is a 2-piece molecular cluster, C18H40N3O3P overall in a non-equilibrium geometry from the OMol25 dataset. Energies are from ωB97M-V/def2-TZVPD.

Each line ends with the Löwdin charge.
Atoms and positions in Å:
C -6.747 0.898 -0.267  -0.137
C -5.268 0.456 -0.558  -0.264
C -4.835 -0.785 0.322  -0.217
C -5.040 -0.595 1.863  -0.178
C -3.848 0.207 2.586  -0.466
N -2.602 0.189 1.826  -0.037
C -1.574 1.064 2.408  -0.224
C -0.290 0.923 1.480  -0.179
C 0.442 2.283 1.251  -0.278
O 1.188 2.697 2.401  -0.088
P -3.650 -0.660 4.284  0.799
N -2.209 -1.360 4.424  -0.366
C -4.417 1.665 2.833  -0.696
O -4.349 2.205 3.960  -0.093
O -4.928 2.345 1.868  -0.077
H -6.907 1.845 -0.855  0.072
H -6.925 1.169 0.796  0.053
H -7.512 0.164 -0.623  0.066
H -4.539 1.292 -0.411  0.093
H -5.250 0.152 -1.644  0.093
H -3.814 -1.118 0.027  0.090
H -5.532 -1.619 0.014  0.103
H -5.003 -1.632 2.309  0.071
H -6.029 -0.179 2.153  0.114
H -2.227 -0.765 1.925  0.099
H -1.243 0.782 3.437  0.100
H -1.842 2.147 2.421  0.126
H 0.383 0.087 1.804  0.099
H -0.695 0.610 0.472  0.109
H -0.293 3.052 0.894  0.131
H 1.178 2.120 0.412  0.084
H 0.539 3.096 3.006  0.095
H -4.644 -1.680 4.431  -0.006
H -3.828 0.246 5.359  0.006
H -1.762 -0.950 5.249  -0.066
C 3.145 -2.874 -4.105  -0.098
C 3.777 -1.500 -4.297  -0.254
C 4.897 -1.156 -3.304  -0.165
C 4.705 -1.523 -1.836  -0.101
N 3.801 -0.653 -0.972  -0.246
C 4.548 0.533 -0.375  -0.083
C 4.441 1.630 -1.418  -0.138
C 3.133 1.357 -2.163  -0.133
C 2.625 0.010 -1.658  -0.081
C 3.290 -1.530 0.149  0.030
H 2.660 -2.969 -3.130  0.062
H 2.378 -3.041 -4.862  0.084
H 3.892 -3.665 -4.201  0.085
H 2.996 -0.736 -4.282  0.088
H 4.198 -1.451 -5.305  0.116
H 5.183 -0.110 -3.423  0.102
H 5.777 -1.720 -3.632  0.129
H 5.679 -1.514 -1.343  0.134
H 4.344 -2.548 -1.755  0.119
H 4.020 0.825 0.535  0.140
H 5.568 0.246 -0.126  0.137
H 5.291 1.594 -2.101  0.108
H 4.455 2.618 -0.959  0.127
H 3.299 1.350 -3.241  0.109
H 2.397 2.138 -1.969  0.120
H 2.193 -0.652 -2.401  0.124
H 1.866 0.187 -0.892  0.121
H 4.148 -1.944 0.677  0.117
H 2.684 -2.321 -0.290  0.114
H 2.684 -0.928 0.825  0.102

Summary:
- total energy (eV) = -39211.7106
- relative energy (zero: lowest compared OMol25 entry of this formula, charge and spin) (kJ/mol) = 157.35
- HOMO (eV) = -6.03



Here is a 7-piece molecular cluster, C18H40NO12P overall in a non-equilibrium geometry from the OMol25 dataset. Energies are from ωB97M-V/def2-TZVPD.

Each line ends with the Löwdin charge.
Atoms and positions in Å:
N -0.511 -0.179 0.564  0.146
H 0.180 -0.270 1.244  0.046
H -0.141 -0.207 -0.417  0.080
H -1.154 0.651 0.856  0.039
H -1.118 -0.955 0.768  0.083
P -1.504 -0.268 3.505  -0.330
O -1.934 -0.337 4.814  -0.355
O -2.565 0.405 2.586  -0.439
O -1.099 -1.589 2.835  -0.474
O -0.408 0.667 3.228  -0.420
O -1.661 3.391 2.818  0.101
C -1.059 3.270 1.749  -0.526
O -0.645 4.174 0.941  -0.001
C -1.107 5.534 1.063  -0.208
C -0.433 6.311 -0.038  -0.076
C -0.498 1.901 1.483  -0.131
H -0.950 5.932 2.083  0.131
H -2.124 5.443 0.987  0.088
H -0.529 5.887 -1.083  0.081
H 0.646 6.132 0.012  0.077
H -0.753 7.303 -0.064  0.041
H -1.068 1.055 1.818  -0.018
H 0.558 1.794 1.897  0.125
H -0.122 1.845 0.354  0.109
O -2.688 -0.535 -1.809  0.027
C -3.015 0.513 -1.192  -0.498
O -2.656 1.793 -1.397  0.030
C -1.697 1.856 -2.499  -0.187
C -1.893 3.267 -3.129  -0.061
C -3.957 0.421 -0.008  -0.005
H -1.803 1.218 -3.319  0.079
H -0.596 1.654 -2.454  0.129
H -1.716 3.965 -2.359  0.045
H -2.846 3.569 -3.246  0.023
H -1.495 3.503 -4.106  0.074
H -5.112 0.647 -0.319  0.127
H -3.643 1.069 0.694  0.002
H -4.115 -0.608 0.405  0.100
O 1.405 -0.081 -0.963  0.062
C 2.521 -0.389 -0.615  -0.412
O 3.634 -0.051 -1.341  -0.028
C 3.572 0.561 -2.530  -0.327
C 4.813 1.416 -2.864  -0.037
C 2.729 -1.097 0.652  0.000
H 2.409 1.139 -2.621  0.182
H 3.268 -0.357 -3.330  0.166
H 4.550 1.827 -3.721  0.019
H 5.577 0.636 -2.921  0.093
H 4.665 2.002 -2.049  0.050
H 1.995 -1.282 1.373  0.058
H 3.480 -0.684 1.161  0.070
H 3.066 -2.069 0.395  0.062
C 1.887 -3.278 1.851  -0.049
C 2.049 -4.703 2.508  -0.438
O 1.923 -5.770 1.840  -0.023
C 2.605 -4.697 3.873  -0.043
H 0.936 -2.764 2.262  0.111
H 1.994 -3.215 0.695  0.089
H 2.898 -2.800 1.804  0.056
H 1.742 -4.381 4.383  0.080
H 3.511 -4.117 3.853  0.073
H 2.962 -5.789 4.149  0.119
C -1.318 -4.411 -0.432  -0.019
C -0.900 -3.598 -1.641  -0.336
O 0.076 -2.657 -1.508  -0.062
C -1.495 -3.845 -3.006  -0.040
H -0.695 -5.194 0.068  0.098
H -2.212 -4.868 -0.749  0.041
H -1.475 -3.592 0.354  0.121
H -0.889 -3.602 -3.823  0.048
H -2.455 -3.513 -3.215  0.051
H -1.597 -5.000 -3.159  0.111

Summary:
- total energy (eV) = -54651.4519
- relative energy (zero: lowest compared OMol25 entry of this formula, charge and spin) (kJ/mol) = 632.95
- HOMO (eV) = 1.26
- net charge = -2



Here is C18H41AsB2F6I2N5O5P as an isolated structure in a non-equilibrium geometry from the OMol25 dataset. Energies are from ωB97M-V/def2-TZVPD.

Each line ends with the Löwdin charge.
Atoms and positions in Å:
C 3.002 -0.733 3.801  -0.046
C 2.775 -2.133 3.280  -0.257
O 1.384 -2.384 3.131  -0.172
C 1.109 -3.456 2.268  -0.177
C 1.130 -2.932 0.820  -0.162
O 0.415 -1.708 0.784  -0.138
C 0.779 -0.889 -0.290  -0.152
C -0.401 -0.443 -1.135  -0.242
C -1.166 -1.740 -1.498  -0.200
N -0.443 -2.634 -2.436  0.057
N 0.044 0.188 -2.422  0.050
C 1.413 0.076 -2.890  -0.110
C 1.783 1.080 -3.994  -0.231
O 1.257 2.350 -3.720  -0.022
C -0.928 0.335 -3.314  -0.310
N -0.881 -0.184 -4.523  0.276
B -1.910 -0.033 -5.587  -0.629
N -2.109 -1.167 -6.492  0.172
O -2.612 1.115 -5.755  0.181
N -2.067 0.995 -2.940  0.078
C -2.471 0.902 -1.513  -0.433
P -3.748 2.227 -1.280  0.970
C -5.408 1.484 -1.136  -0.292
C -3.464 3.612 -0.132  -0.262
C -1.301 0.722 -0.519  -0.265
B -0.388 2.057 -0.613  -0.490
C 0.905 2.455 0.188  0.023
O -0.742 2.990 -1.572  0.105
C -1.910 0.580 0.893  -0.611
I -3.273 -1.102 1.120  0.909
C -1.006 0.710 2.167  -0.727
C -1.001 2.152 2.726  -0.165
I -1.787 -0.488 3.803  0.848
H 3.100 -0.783 4.876  0.060
H 3.884 -0.288 3.368  0.076
H 2.161 -0.077 3.577  0.062
H 3.338 -2.262 2.353  0.110
H 3.171 -2.838 4.005  0.115
H 1.947 -4.148 2.335  0.127
H 0.173 -3.935 2.517  0.126
H 0.647 -3.666 0.174  0.126
H 2.178 -2.815 0.564  0.117
H 1.467 -1.473 -0.899  0.113
H 1.381 -0.075 0.109  0.130
H -1.348 -2.358 -0.644  0.053
H -2.147 -1.599 -1.939  0.108
H -0.798 -2.570 -3.376  0.053
H 0.559 -2.529 -2.396  0.054
H 2.133 0.263 -2.111  0.131
H 1.703 -0.892 -3.308  0.126
H 2.867 1.156 -3.961  0.127
H 1.546 0.718 -4.992  0.112
H 0.865 2.745 -4.508  0.109
H -0.081 -0.766 -4.734  0.141
H -2.906 -1.693 -6.129  0.094
H -1.335 -1.820 -6.384  0.068
H -3.552 0.932 -5.584  0.134
H -2.083 1.961 -3.258  0.122
H -3.076 0.008 -1.414  0.033
H -6.175 2.216 -1.335  0.033
H -5.532 0.697 -1.866  0.034
H -5.634 1.050 -0.166  0.014
H -2.934 3.436 0.802  0.019
H -2.940 4.400 -0.650  0.026
H -4.423 4.034 0.138  0.049
H 0.779 3.456 0.595  0.085
H 1.233 1.828 1.006  0.052
H 1.735 2.543 -0.510  0.084
H -0.777 3.865 -1.156  0.122
H -2.611 1.390 1.009  0.028
H 0.013 0.378 2.082  0.037
H -1.360 2.864 1.988  0.053
H 0.029 2.424 2.920  0.078
H -1.513 2.232 3.668  0.029
F 4.181 -2.690 8.285  -0.268
As 5.338 -1.717 7.439  0.679
F 5.865 -1.023 8.933  -0.265
F 4.148 -0.458 7.264  -0.277
F 6.485 -0.744 6.574  -0.273
F 4.800 -2.411 5.925  -0.277
F 6.518 -2.975 7.594  -0.267

Summary:
- total energy (eV) = -141007.6209
- HOMO (eV) = -8.47